1.
Computed, not measured: a 2-piece molecular cluster, C7H18F3N3O5PS2 overall, with the ωB97M-V functional and the def2-TZVPD basis.

**LUMO energy**: 2.37 eV
**Net charge**: -1
**DFT total energy**: -61372.572 eV
**Kohn-Sham gap**: 0.309 Ha

Each line ends with the Löwdin charge.
CARTESIAN COORDINATES (ANGSTROEM)
C (-4.2276, 0.4214, 0.6168)  -0.1035
O (-3.5046, -0.0156, -0.5160)  -0.1745
C (-2.5983, -1.0635, -0.2526)  -0.1778
C (-1.2867, -0.5420, 0.3133)  -0.3280
C (-0.5030, 0.2785, -0.7073)  -0.0644
C (0.1383, 1.5748, -0.1984)  -0.6770
N (1.1439, 1.2674, 0.8156)  0.1069
N (-0.8525, 2.5227, 0.3410)  0.0841
N (0.7396, 2.2181, -1.3512)  0.0874
O (-0.5497, -1.7080, 0.6988)  -0.1459
C (-0.0320, -1.7525, 1.9811)  -0.4122
P (-1.2734, -1.6779, 3.3331)  0.3305
S (-2.7415, -2.9466, 3.2853)  0.0913
H (-4.2153, -0.3289, 1.4111)  0.0787
H (-5.2632, 0.5879, 0.3240)  0.0841
H (-3.8176, 1.3586, 1.0011)  0.0756
H (-2.3793, -1.5763, -1.1899)  0.1400
H (-3.0350, -1.7975, 0.4315)  0.0961
H (-1.4997, 0.0867, 1.1864)  0.1058
H (-1.1403, 0.5550, -1.5456)  0.1200
H (0.2862, -0.3717, -1.0879)  0.1399
H (0.7469, 1.1642, 1.7404)  0.0506
H (1.8470, 1.9930, 0.8387)  0.0817
H (-1.7340, 2.4299, -0.1543)  0.0677
H (-1.0365, 2.3269, 1.3156)  0.0502
H (0.9115, 3.1838, -1.0938)  0.0679
H (1.6452, 1.7871, -1.5422)  0.0298
H (0.4506, -2.7239, 2.1014)  0.1039
H (0.7348, -0.9879, 2.1516)  0.0861
H (-1.6675, -0.3331, 3.3888)  -0.0331
H (-0.4482, -1.7749, 4.4636)  -0.0255
C (4.4819, -0.8677, -3.5334)  -0.6802
F (4.8861, 0.0339, -4.4406)  0.1040
F (3.3263, -1.3841, -3.9754)  0.1056
F (5.3846, -1.8593, -3.5310)  0.1039
S (4.2975, -0.1175, -1.8597)  0.4384
O (3.2978, 0.9043, -2.1066)  -0.3466
O (5.6289, 0.3734, -1.5901)  -0.3298
O (3.8589, -1.2388, -1.0631)  -0.3317


2.
Computed, not measured: C8H8EuNO6 as an isolated structure, with the ωB97M-V functional and the def2-TZVPD basis.

**Multiplicity**: 8
**LUMO energy (spin up / spin down)**: -5.29 / -5.29 eV
**Net charge**: +1
**DFT total energy**: -41517.416 eV
**Kohn-Sham gap (spin up / spin down)**: 0.198 / 0.218 Ha
**Energy relative to the best compared isomer or geometry (same formula, charge and spin)**: 230.5 kJ/mol

Each line ends with the Mulliken spin population.
CARTESIAN COORDINATES (ANGSTROEM)
O (-5.5700, -0.5131, 1.2791)  -0.0007
C (-5.0111, -0.4074, 0.2954)  0.0009
Eu (-0.0075, -0.1898, 0.5587)  7.0036
C (1.1653, 0.0685, -2.5549)  0.0079
O (2.3710, 0.2045, -2.5646)  0.0029
C (0.2606, -0.0201, -3.6257)  -0.0043
O (-0.8951, -0.1537, -3.8553)  0.0003
C (0.1143, 2.0818, -0.7349)  0.0141
O (-0.0339, 2.9058, -1.5229)  0.0054
C (0.6579, -2.3715, -0.8703)  0.0076
O (0.7399, -3.1513, -1.7112)  0.0039
H (-1.6121, -0.4637, 1.0095)  -0.0430
C (2.1504, -0.3697, 4.8810)  -0.0005
N (2.3729, 0.9429, 4.2979)  0.0005
C (2.9851, 1.9975, 5.0951)  -0.0004
C (1.9878, 1.1653, 3.0520)  -0.0036
O (1.4232, 0.2719, 2.3553)  0.0051
H (2.5636, -0.3743, 5.8873)  0.0001
H (2.6375, -1.1590, 4.3039)  0.0005
H (1.0871, -0.6171, 4.9463)  0.0003
H (3.8877, 2.3833, 4.5865)  0.0000
H (2.2839, 2.8435, 5.2231)  0.0001
H (3.2565, 1.5869, 6.0810)  0.0001
H (2.1620, 2.1638, 2.6551)  -0.0007


3.
Computed, not measured: C4H5CaO2 as an isolated structure, with the ωB97M-V functional and the def2-TZVPD basis.

**Multiplicity**: 2
**LUMO energy (spin up / spin down)**: -0.07 / -0.28 eV
**DFT total energy**: -26757.153 eV
**Kohn-Sham gap (spin up / spin down)**: 0.212 / 0.252 Ha
**Energy relative to the best compared isomer or geometry (same formula, charge and spin)**: 151.8 kJ/mol

Each line ends with the Mulliken spin population.
CARTESIAN COORDINATES (ANGSTROEM)
O (-3.7312, 0.4121, -0.1584)  -0.0001
C (-2.6815, 0.5464, 0.6199)  0.0001
C (-2.1082, -0.7510, 0.7278)  0.0072
C (-0.6338, -0.8950, 0.6560)  0.0244
C (0.1103, -0.4637, -0.3881)  -0.0583
O (1.4141, -0.5476, -0.5177)  -0.1019
Ca (3.2443, -0.6689, 0.4312)  1.1187
H (-2.0188, 1.3831, 0.3490)  0.0006
H (-2.5739, -1.3228, 1.5443)  -0.0001
H (-0.1222, -1.3531, 1.5096)  0.0079
H (-0.4088, 0.0493, -1.2170)  0.0004
H (-3.4394, -0.8509, -0.2377)  0.0013


4.
Computed, not measured: an isolated ion of composition C5H5O3 and charge -1, with the ωB97M-V functional and the def2-TZVPD basis.

**LUMO energy**: 4.17 eV
**Net charge**: -1
**DFT total energy**: -11406.916 eV
**Kohn-Sham gap**: 0.238 Ha
**Energy relative to the best compared isomer or geometry (same formula, charge and spin)**: 245.2 kJ/mol

Each line ends with the Löwdin charge.
CARTESIAN COORDINATES (ANGSTROEM)
C (-1.4415, -0.6378, 0.1685)  -0.0678
C (-0.4886, -1.5934, -0.0387)  -0.3106
C (-1.1706, 0.7644, 0.0069)  -0.4883
C (0.3318, 1.1532, -0.2489)  -0.1745
C (1.1928, -0.0392, -0.4784)  -0.2697
O (-0.0984, -2.6926, 0.0212)  0.0523
O (-1.9018, 1.7252, 0.2096)  -0.0434
O (1.9877, -0.5678, 0.6063)  -0.1709
H (-2.4366, -0.8053, 0.2212)  0.0509
H (0.3224, 1.7489, -1.1934)  0.1073
H (0.4790, 1.7105, 0.7195)  0.1210
H (1.8263, -0.0001, -1.4104)  0.0868
H (1.3974, -0.7659, 1.4166)  0.1068


5.
Computed, not measured: C23H32NOP2PtS as an isolated structure, with the ωB97M-V functional and the def2-TZVPD basis.

**LUMO energy**: -2.81 eV
**Net charge**: +1
**DFT total energy**: -60565.001 eV
**Kohn-Sham gap**: 0.294 Ha
**Energy relative to the best compared isomer or geometry (same formula, charge and spin)**: 17.4 kJ/mol

Each line ends with the Löwdin charge.
CARTESIAN COORDINATES (ANGSTROEM)
Pt (-0.7011, -0.1796, -0.3709)  0.8503
S (-1.3966, -1.7353, 3.7890)  1.1705
C (-0.4479, -0.2904, 3.9741)  -0.4428
C (0.0056, 0.3070, 5.1453)  -0.0702
C (0.8119, 1.4224, 5.0335)  -0.0677
C (1.1754, 1.9223, 3.7781)  -0.0602
C (0.7195, 1.3311, 2.6170)  -0.0517
C (-0.1227, 0.2293, 2.7199)  -0.2863
N (-0.6691, -0.4989, 1.6674)  -0.1041
C (-1.2902, -1.5744, 2.0832)  -0.5316
C (-1.7543, -2.5062, 1.0820)  -0.2674
C (-2.3894, -3.7009, 1.4107)  -0.0417
C (-2.7728, -4.5642, 0.4059)  -0.0714
C (-2.5173, -4.2091, -0.9100)  -0.0666
C (-1.8871, -3.0115, -1.2265)  -0.1154
C (-1.4731, -2.1086, -0.2468)  -0.2271
H (-0.2513, -0.0991, 6.1142)  0.1166
H (1.1853, 1.9008, 5.9284)  0.1120
H (1.8309, 2.7813, 3.7186)  0.1126
H (1.0149, 1.6853, 1.6414)  0.0720
H (-2.5817, -3.9544, 2.4472)  0.1047
H (-3.2611, -5.4997, 0.6406)  0.1109
H (-2.8089, -4.8824, -1.7068)  0.1102
H (-1.7258, -2.8000, -2.2657)  0.0405
C (-1.1478, -1.0940, -3.8187)  -0.2430
P (-0.4906, 0.0484, -2.5799)  0.6730
C (1.2364, 0.2712, -3.0740)  -0.2182
C (-1.3049, 1.6111, -3.0971)  -0.3895
C (-1.0282, 2.7223, -2.0887)  -0.3924
P (-1.3422, 2.0884, -0.3910)  0.7101
C (-3.1511, 2.1191, -0.2489)  -0.2406
C (-0.8433, 3.5106, 0.6296)  -0.2474
H (-0.9635, -0.6847, -4.8132)  0.0625
H (-2.2220, -1.2079, -3.6788)  0.0585
H (-0.6698, -2.0690, -3.7475)  0.0503
H (1.2512, 0.6153, -4.1102)  0.0635
H (1.7811, -0.6677, -2.9974)  0.0488
H (1.7238, 0.9990, -2.4305)  0.0351
H (-2.3744, 1.3876, -3.1476)  0.0855
H (-0.9891, 1.8939, -4.1034)  0.0963
H (-1.6326, 3.6041, -2.3107)  0.0961
H (0.0216, 3.0258, -2.1153)  0.0847
H (-3.5154, 3.1208, -0.4818)  0.0577
H (-3.4520, 1.8537, 0.7647)  0.0531
H (-3.5983, 1.3948, -0.9280)  0.0433
H (-1.3792, 4.4067, 0.3119)  0.0577
H (0.2278, 3.6846, 0.5253)  0.0466
H (-1.0619, 3.3248, 1.6796)  0.0453
C (4.4059, 0.1755, -0.3598)  -0.1503
C (4.2013, -1.2911, 0.0225)  -0.1469
C (2.7041, -1.4961, -0.2118)  -0.1821
O (2.1060, -0.1864, -0.2077)  -0.2618
C (3.1030, 0.7813, 0.1268)  -0.2182
H (4.4948, 0.2875, -1.4424)  0.1166
H (5.2819, 0.6222, 0.1072)  0.1188
H (4.4465, -1.4380, 1.0751)  0.1170
H (4.8081, -1.9790, -0.5628)  0.1166
H (2.2288, -2.1057, 0.5588)  0.1183
H (2.4942, -1.9534, -1.1822)  0.1086
H (3.1259, 0.9369, 1.2125)  0.1127
H (2.8305, 1.7233, -0.3545)  0.1175


6.
Computed, not measured: one molecule with the formula C6H11NO2S, with the ωB97M-V functional and the def2-TZVPD basis.

**LUMO energy**: 0.55 eV
**Structure (SMILES)**: C=CS(=O)(=O)CCN1CC1
**DFT total energy**: -22817.862 eV
**Kohn-Sham gap**: 0.379 Ha
**Energy relative to the best compared isomer or geometry (same formula, charge and spin)**: 218.1 kJ/mol

Each line ends with the Löwdin charge.
CARTESIAN COORDINATES (ANGSTROEM)
C (-3.0945, 0.5723, -0.6233)  0.0257
C (-1.9899, 0.5794, -1.3752)  -0.2276
C (0.7740, 0.9175, -0.6412)  -0.2382
C (0.6340, 0.1862, 0.6583)  -0.2395
C (1.8514, -2.0001, 0.4319)  -0.1470
C (1.6134, -1.6742, 1.8621)  -0.1605
H (-3.2819, 1.2763, 0.1849)  0.0775
H (-3.8283, -0.1614, -0.8619)  0.0591
H (-1.8181, -0.1084, -2.1914)  0.0886
H (1.0154, 0.2310, -1.4374)  0.1038
H (1.5170, 1.7269, -0.5957)  0.1211
H (0.5074, 0.9555, 1.4720)  0.1423
H (-0.2640, -0.4285, 0.6298)  0.1058
H (0.9905, -2.3481, -0.1731)  0.1127
H (2.8468, -2.3885, 0.1143)  0.1125
H (0.6419, -1.8508, 2.2620)  0.0963
H (2.4090, -1.7573, 2.5781)  0.0976
N (1.8625, -0.6315, 0.9001)  -0.1160
O (-0.4545, 2.6377, -2.2483)  -0.3300
O (-1.1996, 2.4651, 0.1306)  -0.3436
S (-0.7325, 1.8009, -1.0768)  0.6593


7.
Computed, not measured: an isolated ion of composition C2HClNO2 and charge -1, with the ωB97M-V functional and the def2-TZVPD basis.

**LUMO energy**: 3.61 eV
**Net charge**: -1
**Structure (SMILES)**: O=C([O-])/C=N/Cl
**DFT total energy**: -20197.130 eV
**Kohn-Sham gap**: 0.311 Ha
**Energy relative to the best compared isomer or geometry (same formula, charge and spin)**: 290.4 kJ/mol

Each line ends with the Löwdin charge.
CARTESIAN COORDINATES (ANGSTROEM)
C (-0.0739, -0.8768, -0.2047)  -0.1154
C (1.3956, -1.2201, 0.1679)  -0.7686
N (-1.2668, -1.6630, -0.1299)  -0.4626
O (1.4684, -0.9741, 1.4052)  -0.0624
O (2.3156, -1.3885, -0.6156)  -0.0310
Cl (-2.6741, -0.6331, 0.0517)  0.3640
H (-0.4707, 0.2298, -0.2126)  0.0761


8.
Computed, not measured: C8H9NO5Sm as an isolated structure, with the ωB97M-V functional and the def2-TZVPD basis.

**Multiplicity**: 6
**LUMO energy (spin up / spin down)**: -14.37 / -13.72 eV
**Net charge**: +3
**DFT total energy**: -38041.577 eV
**Kohn-Sham gap (spin up / spin down)**: 0.277 / 0.301 Ha
**Energy relative to the best compared isomer or geometry (same formula, charge and spin)**: 0.0 kJ/mol

Each line ends with the Mulliken spin population.
CARTESIAN COORDINATES (ANGSTROEM)
Sm (0.4163, 0.4091, -0.9696)  5.0467
O (0.3898, 3.5915, 0.7114)  0.0019
C (0.3431, 2.6815, -0.0224)  -0.0057
C (0.1222, -2.1541, -0.9689)  -0.0051
O (-0.1139, -3.0894, -0.3619)  0.0020
C (2.6654, 0.0527, -0.0811)  -0.0081
O (3.6654, -0.0178, 0.5275)  0.0026
C (-2.1471, 0.2876, -0.9582)  -0.0090
O (-3.1001, 0.1592, -0.3375)  0.0029
C (0.3461, 0.9188, -3.9062)  -0.0059
H (-0.5761, 1.5425, -3.8006)  -0.0009
H (1.3224, 1.4516, -3.7897)  -0.0006
C (0.2828, -0.4261, -3.9997)  -0.0025
H (1.2005, -1.0574, -3.9476)  -0.0008
H (-0.6913, -0.9673, -3.9628)  -0.0006
C (0.2777, 0.3561, 3.3780)  -0.0003
C (-0.5509, -0.4177, 2.3238)  0.0004
N (-1.4213, -1.3725, 2.6462)  -0.0035
O (-0.3399, -0.2447, 1.0617)  -0.0138
H (-0.0816, 0.0321, 4.4081)  -0.0001
H (0.1293, 1.4461, 3.2076)  0.0001
H (1.3778, 0.1916, 3.2554)  0.0001
H (-1.9710, -1.8780, 1.9371)  0.0001
H (-1.5455, -1.4955, 3.6494)  -0.0001


Molar mass across the listed records, respectively: 376.34, 366.12, 125.16, 113.09, 627.61, 161.23, 106.49, 349.52 g mol⁻¹.